Record 1
ORCA calculation (wB97M-V/def2-TZVPD) on a structure of composition C4H12N2 at a distorted geometry.

Cartesian coordinates (Å):
N (0.09172, -0.53461, 1.34937)
N (2.04910, 0.60342, -0.58638)
C (-0.53866, 0.75022, -0.70634)
C (-2.11532, -0.93740, 0.40490)
C (0.79823, 1.28818, -0.85149)
C (-0.65780, -0.56682, 0.11408)
H (2.33448, -2.55522, 0.75300)
H (-2.57231, -0.11944, 1.05663)
H (0.95951, 2.11953, -1.56814)
H (0.10081, 1.51105, 0.12424)
H (1.75940, -2.08507, 0.93912)
H (1.88567, 0.14402, 0.31969)
H (2.26831, -0.06305, -1.31629)
H (-0.14956, 0.39321, 1.75151)
H (-2.70225, -1.01538, -0.47883)
H (-1.43514, 1.21569, -1.15654)
H (-2.12526, -1.86991, 0.98037)
H (-0.22815, -1.36221, -0.51263)

Summary:
* HOMO (alpha / beta): -14.97 / -15.39 eV
* charge: +1
* Kohn-Sham gap (alpha / beta): 8.98 / 9.39 eV
* spin multiplicity: 2

Mulliken atomic charge list, values in e, 2 entries: number 1, N, carries -0.602; number 2, N, carries -0.522

Record 2
ORCA calculation (wB97M-V/def2-TZVPD) on a cluster of 2 separate species, C4H12N2 in total at a distorted geometry.

Cartesian coordinates (Å):
N (-2.55589, 0.79489, -0.17696)
N (-3.04169, 0.07366, 1.87026)
C (1.98214, -1.61308, -0.48368)
C (1.62612, 0.88318, -0.48098)
C (-3.33910, 0.90425, 0.85158)
C (2.51614, -0.24982, -0.93125)
H (-4.16282, 1.60237, 0.99478)
H (1.38804, 0.78240, 0.58368)
H (-3.76479, -0.48366, 2.32613)
H (0.64368, 0.86621, -0.96733)
H (2.63481, -0.28126, -2.01826)
H (0.92370, -1.75036, -0.71427)
H (2.03933, 1.87775, -0.65593)
H (2.14563, -1.73249, 0.59093)
H (-2.92208, 1.30232, -0.99203)
H (3.52991, -0.14165, -0.54018)
H (2.50473, -2.43058, -0.97543)
H (-2.14786, -0.40412, 1.71894)

Summary:
* HOMO (alpha / beta): -13.78 / -13.78 eV
* charge: +1
* Kohn-Sham gap (alpha / beta): 8.73 / 4.48 eV
* spin multiplicity: 2

Mulliken atomic charge list, values in e, 2 entries: number 1, N, carries -0.337; number 2, N, carries -0.178

Record 3
ORCA calculation (wB97M-V/def2-TZVPD) on a cluster of 2 separate species, C4H12N2 in total at a distorted geometry.

Cartesian coordinates (Å):
N (-1.73409, 0.33028, 3.04271)
N (0.69331, 0.96906, -2.62751)
C (1.04402, 0.34874, -1.31527)
C (0.38323, -0.77639, -0.98460)
C (-0.28172, -0.04377, 0.91559)
C (0.34454, -1.28623, 0.44008)
H (-0.30148, -1.30411, -1.66254)
H (1.34259, 1.73800, -2.82959)
H (1.83784, 0.84478, -0.77193)
H (1.35360, -1.35565, 0.82821)
H (-0.27241, 1.30682, -2.70002)
H (0.17780, 0.48750, 1.73756)
H (-0.19697, -2.20638, 0.66401)
H (0.80692, 0.33049, -3.42982)
H (-1.25463, 0.14056, 3.92842)
H (-1.24577, 0.16630, 0.49007)
H (-2.67437, 0.01437, 3.30127)
H (-1.85537, 1.34465, 3.12798)

Summary:
* HOMO: -18.68 eV
* charge: +2
* Kohn-Sham gap: 8.72 eV
* spin multiplicity: 1

Mulliken atomic charge list, values in e, 2 entries: number 1, N, carries -0.806; number 2, N, carries -0.300

Record 4
ORCA calculation (wB97M-V/def2-TZVPD) on an isolated molecule of C4H12N2O at a distorted geometry.

Cartesian coordinates (Å):
O (-2.26837, 1.27142, 1.78691)
N (-0.22609, -0.01562, 0.14552)
N (0.12177, -0.35572, -2.80379)
C (0.99912, -0.97885, -1.79768)
C (-0.15352, 0.03243, 1.61130)
C (1.05882, -0.08267, -0.56898)
C (-0.87846, 1.29279, 2.11456)
H (1.86202, -0.22492, 0.17885)
H (-0.62986, -0.94531, -3.11794)
H (-0.78059, 1.29293, 3.20169)
H (-0.81683, -0.78225, -0.14930)
H (0.88538, 0.09288, 1.95774)
H (-2.53284, 0.35918, 1.64300)
H (-0.50442, 2.25009, 1.74807)
H (0.69457, -0.09028, -3.59376)
H (1.91196, -1.34904, -2.25121)
H (1.34341, 0.94473, -0.82970)
H (0.51831, -1.86725, -1.36203)
H (-0.60437, -0.84454, 2.08675)

Summary:
* HOMO: -8.55 eV
* charge: 0
* Kohn-Sham gap: 9.48 eV
* spin multiplicity: 1
* structure (SMILES): NCCNCCO

Mulliken atomic charge list, values in e, 2 entries: number 1, O, carries -0.500; number 2, N, carries -0.210

Record 5
ORCA calculation (wB97M-V/def2-TZVPD) on a structure of composition C4H12N2O at a distorted geometry.

Cartesian coordinates (Å):
O (0.89115, 0.70763, 1.94503)
N (2.02879, -0.40501, -0.15361)
N (-0.62717, -0.50344, -0.52185)
C (-1.05277, 1.85964, -0.08272)
C (-1.15950, 0.40498, 0.19516)
C (-0.91795, -1.89091, -0.23948)
C (1.22626, -0.25260, -1.18080)
H (-1.74772, -2.00857, 0.46483)
H (1.49501, 1.34562, 2.33170)
H (-2.02652, 2.26027, -0.36854)
H (-0.73425, 2.35499, 0.83383)
H (1.15804, -0.98926, -1.98676)
H (-1.15842, -2.39895, -1.17535)
H (-0.03170, -2.35586, 0.19647)
H (-0.33338, 2.09848, -0.85928)
H (1.08149, 0.76329, -1.52594)
H (2.33853, -1.36534, -0.02281)
H (-1.84212, 0.12461, 1.00152)
H (1.41223, 0.25043, 1.14860)

Summary:
* HOMO: -8.84 eV
* charge: 0
* Kohn-Sham gap: 9.80 eV
* spin multiplicity: 1

Mulliken atomic charge list, values in e, 2 entries: number 1, O, carries -0.740; number 2, N, carries -0.657

Record 6
ORCA calculation (wB97M-V/def2-TZVPD) on a cluster of 2 separate species, C4H12N2O in total at a distorted geometry.

Cartesian coordinates (Å):
O (0.38158, 0.75289, 2.05206)
N (1.12926, -1.06667, 0.86564)
N (0.07679, 1.01486, -0.61994)
C (1.46676, 0.52197, -1.43755)
C (0.06478, -0.18096, 1.28769)
C (-1.20105, 0.80246, -1.26459)
C (-1.21329, -0.95699, 1.56715)
H (-2.07297, -0.31961, 1.35444)
H (2.06078, -0.71918, 1.06777)
H (0.97896, -2.06784, 0.82948)
H (-1.22500, 1.25355, -2.26086)
H (-1.35339, -0.27137, -1.40591)
H (1.12357, 0.13215, -2.39457)
H (2.21212, -0.22235, -1.16410)
H (-2.02019, 1.22183, -0.67051)
H (-1.29760, -1.88099, 0.98837)
H (0.17616, 1.70931, 0.11806)
H (1.96722, 1.48362, -1.54197)
H (-1.25449, -1.20669, 2.62933)

Summary:
* HOMO: -8.37 eV
* charge: 0
* Kohn-Sham gap: 9.27 eV
* spin multiplicity: 1
* structure (SMILES): CC(N)=O.CNC

Mulliken atomic charge list, values in e, 2 entries: number 1, O, carries -0.697; number 2, N, carries -0.489

Record 7
ORCA calculation (wB97M-V/def2-TZVPD) on an isolated molecule of C4H12N2O at a distorted geometry.

Cartesian coordinates (Å):
O (-1.22034, -0.42011, -0.84708)
N (0.09055, 1.38953, 0.13755)
N (-0.96857, -1.87216, 1.43302)
C (-0.02122, 2.17142, -1.07781)
C (1.10682, -0.81686, -0.79173)
C (-0.08607, -0.17238, -0.09446)
C (-0.22662, -0.51803, 1.36797)
H (1.14409, -0.47102, -1.82181)
H (2.03551, -0.55780, -0.28824)
H (0.99149, 1.55200, 0.57578)
H (-0.97503, 1.94246, -1.55365)
H (0.99677, -1.89867, -0.78721)
H (-1.99582, -0.23814, -0.30339)
H (0.75621, -0.60020, 1.84674)
H (0.78159, 1.98914, -1.80661)
H (-0.87492, 0.17717, 1.90319)
H (-0.03125, 3.23286, -0.82397)
H (-0.70031, -2.37918, 2.27029)
H (-0.80288, -2.51004, 0.66141)

Summary:
* HOMO: -8.81 eV
* charge: 0
* Kohn-Sham gap: 9.71 eV
* spin multiplicity: 1
* structure (SMILES): CN[C@](C)(O)CN

Mulliken atomic charge list, values in e, 2 entries: number 1, O, carries -0.582; number 2, N, carries -0.472

Record 8
ORCA calculation (wB97M-V/def2-TZVPD) on an isolated molecule of C4H12N2O at a distorted geometry.

Cartesian coordinates (Å):
O (-1.42953, 2.63160, -0.84915)
N (0.13580, 0.30059, -0.66111)
N (2.03196, -2.13046, 0.67504)
C (1.16984, -1.06888, 1.30834)
C (-1.42161, 0.21765, -0.28562)
C (1.06918, 0.23647, 0.50581)
C (-2.15331, 1.40408, -1.01734)
H (2.04819, 0.29955, 0.06107)
H (1.64174, -2.67875, -0.08966)
H (-3.21894, 1.32701, -0.87260)
H (0.97699, 1.11238, 1.17407)
H (-0.50449, 2.41703, -0.71992)
H (0.44540, -0.41019, -1.32094)
H (1.53131, -0.96371, 2.34934)
H (2.89352, -1.72350, 0.37705)
H (-1.75984, -0.77091, -0.69852)
H (0.20192, -1.54621, 1.41448)
H (-2.06856, 1.17241, -2.12688)
H (-1.58958, 0.17384, 0.77652)

Summary:
* HOMO: -9.02 eV
* charge: 0
* Kohn-Sham gap: 9.96 eV
* spin multiplicity: 1
* structure (SMILES): NCCNCCO

Mulliken atomic charge list, values in e, 2 entries: number 1, O, carries -0.554; number 2, N, carries -0.403

Record 9
ORCA calculation (wB97M-V/def2-TZVPD) on a cluster of 2 separate species, C4H12N2O in total.

Cartesian coordinates (Å):
O (-0.31916, -0.57470, 3.03244)
N (-2.21147, 0.44824, 2.07401)
N (0.82353, -0.19257, -0.69295)
C (0.60596, -1.36276, -0.28660)
C (0.31264, 0.17161, -2.00347)
C (-0.82787, 0.60120, 2.37484)
C (1.47404, 0.55568, -2.91660)
H (2.03233, -0.34207, -3.19519)
H (-0.70433, 1.46571, 3.03292)
H (-0.26835, -0.64107, -2.45565)
H (-0.33535, 1.04061, -1.87325)
H (0.52591, -0.35421, 3.43755)
H (2.12923, 1.23476, -2.37679)
H (-0.25703, 0.77151, 1.46364)
H (0.96416, -1.65845, 0.69659)
H (-2.35517, -0.34495, 1.45986)
H (0.03827, -2.09629, -0.87694)
H (1.09182, 1.02167, -3.82325)
H (-2.71916, 0.25607, 2.92885)

Summary:
* HOMO: -9.75 eV
* charge: 0
* Kohn-Sham gap: 10.76 eV
* spin multiplicity: 1
* structure (SMILES): C=NCC.NCO

Mulliken atomic charge list, values in e, 2 entries: number 1, O, carries -0.544; number 2, N, carries -0.598

Record 10
ORCA calculation (wB97M-V/def2-TZVPD) on an isolated molecule of C4H12N2O at a distorted geometry.

Cartesian coordinates (Å):
O (1.33935, -0.34682, -2.67621)
N (-0.22586, 0.58587, -1.29159)
N (0.50299, 0.68703, 1.75128)
C (-0.84220, 0.59617, 1.18369)
C (-0.03443, -0.22472, -2.46963)
C (0.95694, -0.48593, 2.58921)
C (-0.95199, -0.16301, -0.18713)
H (-0.53781, -1.13540, -0.07809)
H (1.29350, 1.24594, 1.21811)
H (-0.48312, 0.13762, -3.48102)
H (-1.43150, 1.49065, 0.97118)
H (-2.04282, -0.23418, -0.36463)
H (-1.49570, -0.02740, 1.74471)
H (-0.42372, -1.31806, -2.34401)
H (0.10562, -1.19804, 2.75652)
H (1.35659, -0.16778, 3.55545)
H (1.35192, -0.03198, -3.56213)
H (1.80056, -0.96042, 2.11285)
H (-0.23832, 1.55047, -1.42855)

Summary:
* HOMO: -8.08 eV
* charge: 0
* Kohn-Sham gap: 9.12 eV
* spin multiplicity: 1
* structure (SMILES): CNCCNCO

Mulliken atomic charge list, values in e, 2 entries: number 1, O, carries -0.485; number 2, N, carries -0.146